Arrangement one

One molecule with the formula C2H2ClP. Source: OMol25; level of theory: ωB97M-V with the def2-TZVPD basis set.

Geometry (Å):
Cl  2.04  0.34  0.00
C  0.41  -0.11  0.46
C  -0.63  -0.17  -0.51
P  -1.13  1.40  0.06
H  0.30  -0.69  1.40
H  -0.99  -0.77  -1.42

## Properties
Total charge: 0
SMILES: Cl[C@@H]1C=P1

Arrangement two

One molecule with the formula C2H2ClP. Source: OMol25; level of theory: ωB97M-V with the def2-TZVPD basis set.

Geometry (Å):
C  -0.22  0.32  -0.65
C  -1.24  0.07  0.05
P  3.34  0.00  0.24
Cl  1.56  -0.58  -0.29
H  -1.34  -0.52  0.96
H  -2.11  0.72  -0.31

## Properties
Total charge: 0

Which one sits at the bottom of the stability order? arrangement two does.

Arrangement one

One molecule with the formula C4H9FN2O. Source: OMol25; level of theory: ωB97M-V with the def2-TZVPD basis set.

Geometry (Å):
C  -2.14  -0.49  0.68
N  -1.26  -0.71  -0.63
N  -0.37  0.42  -0.38
C  0.83  -0.04  -0.42
C  1.27  -1.55  -0.29
F  2.57  -1.66  0.48
O  1.86  0.69  -0.17
C  1.21  2.11  0.22
H  -3.00  -1.42  0.60
H  -1.52  -0.54  1.64
H  -2.40  0.62  0.73
H  -1.90  -0.47  -1.45
H  0.29  -2.22  0.03
H  1.50  -2.14  -1.38
H  0.19  2.14  0.78
H  0.81  2.48  -0.86
H  2.05  2.77  0.41

## Properties
Total charge: 0
SMILES: CN/N=C(\CF)OC

Arrangement two

One molecule with the formula C4H9FN2O. Source: OMol25; level of theory: ωB97M-V with the def2-TZVPD basis set.

Geometry (Å):
H  0.18  0.89  2.22
N  -0.62  0.07  2.43
C  -0.94  -0.29  1.23
N  0.05  -0.31  0.20
C  -0.48  0.29  -0.99
C  -1.53  -0.60  -1.72
F  -2.46  -0.85  -0.69
O  0.91  0.78  0.43
C  2.31  0.32  0.67
H  -1.85  -0.81  1.13
H  0.31  0.17  -1.77
H  -0.78  1.33  -0.85
H  -1.80  0.14  -2.58
H  -1.13  -1.56  -2.09
H  2.40  -0.40  1.57
H  2.66  1.38  1.00
H  2.76  -0.54  -0.20

## Properties
Total charge: 0
SMILES: [H]/N=C\N(CCF)OC

Which one sits at the bottom of the stability order? arrangement two does.

Arrangement one

C4H3ClSi as an isolated structure. Source: OMol25; level of theory: ωB97M-V with the def2-TZVPD basis set.

Geometry (Å):
C  2.70  -0.09  0.18
C  -1.97  -0.18  -1.68
C  1.52  -0.13  0.50
C  -1.28  -0.19  -0.71
Si  -0.28  -0.29  0.81
Cl  -0.83  2.19  1.71
H  3.71  0.19  0.05
H  -2.67  -0.18  -2.46
H  -0.89  -1.31  1.60

## Properties
Total charge: 0

Arrangement two

A 2-piece molecular cluster, C4H3ClSi overall. Source: OMol25; level of theory: ωB97M-V with the def2-TZVPD basis set.

Geometry (Å):
C  1.32  -3.02  0.18
C  -1.45  2.88  0.47
C  0.60  -2.08  0.38
C  -1.62  1.75  0.06
Si  -1.87  -0.06  -0.26
Cl  -3.58  -0.77  0.28
H  1.78  -3.93  -0.13
H  -1.37  3.76  0.87
H  -0.88  -0.57  -1.24

## Properties
Total charge: 0

Which one sits at the bottom of the stability order? arrangement two does.